Entry 1:
Entry from OMol25: one molecule with the formula C6H14N2O2 (wB97M-V/def2-TZVPD).

```
24
C6H14N2O2, DFT wB97M-V/def2-TZVPD
C -3.45912 -0.74839 -0.04465
O -2.08557 -1.00383 -0.05230
C -1.29906 -0.00625 0.55121
C -1.21213 1.27368 -0.30190
C 0.23077 1.37681 -0.65382
N 0.70219 -0.04867 -0.53957
N 2.10379 -0.14201 -0.28623
C 2.46462 -1.45836 -0.68520
C 2.46668 0.30691 1.01292
O 0.01160 -0.58890 0.59503
H -3.98968 -1.73493 -0.23687
H -3.79257 -0.33086 0.90380
H -3.70238 -0.04561 -0.85190
H -1.72364 0.17849 1.61262
H -1.79768 1.12476 -1.22930
H -1.59164 2.16844 0.23656
H 0.37139 1.70287 -1.68732
H 0.82077 2.06122 -0.01294
H 2.29480 -2.25778 0.01218
H 3.54661 -1.37871 -0.90623
H 1.90509 -1.62853 -1.58712
H 2.17350 1.34934 1.27459
H 2.03626 -0.38308 1.73994
H 3.52540 0.21338 1.13650
```

SMILES = CO[C@@H]1CCN(N(C)C)O1
frontier orbital gap = 0.3526 Ha
lowest unoccupied orbital energy = 0.0364 Eh

Results of the natural (NBO) charge analysis, in e, for atoms 1 through 5:
1 C -0.26
2 O -0.53
3 C 0.38
4 C -0.48
5 C -0.24

***

Entry 2:
Entry from OMol25: a 2-piece molecular cluster, C6H14N2O2 overall (wB97M-V/def2-TZVPD).

```
24
C6H14N2O2, DFT wB97M-V/def2-TZVPD
C 2.33593 -1.23583 -4.10917
N 1.77474 0.11732 -3.94093
C 2.04408 0.96386 -2.93537
C 1.50549 2.31201 -2.94418
O 2.88197 0.67364 -2.05617
H 1.52764 -1.98633 -4.10912
H 2.97319 -1.40504 -3.22493
H 2.94763 -1.37764 -5.01599
H 1.21977 0.52699 -4.69638
H 1.40037 2.83937 -1.98114
H 0.51559 2.26274 -3.42820
H 2.18480 2.89250 -3.59085
C -2.92449 1.04956 3.43112
N -2.32346 -0.26591 3.04584
C -1.81837 -0.99791 4.00076
C -0.89775 -2.11855 3.52590
O -2.05756 -0.76699 5.19789
H -3.82508 0.93982 4.05841
H -3.22090 1.48900 2.46384
H -2.22808 1.74187 3.93344
H -1.99229 -0.41130 2.08890
H -0.06545 -2.22177 4.24230
H -0.47724 -1.96641 2.51762
H -1.48054 -3.05501 3.52640
```

SMILES = CNC(C)=O.CNC(C)=O
frontier orbital gap = 0.3679 Ha
lowest unoccupied orbital energy = 0.0188 Eh

Results of the natural (NBO) charge analysis, in e, for atoms 1 through 5:
1 C -0.43
2 N -0.61
3 C 0.64
4 C -0.69
5 O -0.65

***

Entry 3:
Entry from OMol25: a 2-piece molecular cluster, C6H14N2O2 overall (wB97M-V/def2-TZVPD).

```
24
C6H14N2O2, DFT wB97M-V/def2-TZVPD
C -2.62334 0.70434 -0.92467
N -1.88362 -0.32791 -1.66257
C -0.51069 -0.25780 -1.97401
C 0.10690 -1.17353 -2.92104
O 0.13314 0.75180 -1.56149
H -2.95938 0.12348 -0.00990
H -1.95454 1.64698 -0.80280
H -3.46132 1.07076 -1.57576
H -2.34240 -1.22698 -1.85305
H 0.29165 -2.23988 -2.60358
H 1.16475 -0.88452 -3.13826
H -0.55443 -1.40598 -3.81230
C 2.15125 1.91999 1.80501
N 1.21688 0.81739 1.68394
C 1.23144 -0.37623 2.37288
C 0.10684 -1.26971 1.96537
O 2.11949 -0.59961 3.14719
H 3.14871 1.55308 2.23779
H 2.34018 2.40061 0.95107
H 1.79212 2.83462 2.38795
H 0.66630 0.72368 0.86122
H 0.63260 -2.04999 1.15988
H -0.08759 -2.02042 2.82413
H -0.72497 -0.71416 1.44301
```

SMILES = CNC(C)=O.CNC(C)=O
frontier orbital gap = 0.3543 Ha
lowest unoccupied orbital energy = 0.0195 Eh

Results of the natural (NBO) charge analysis, in e, for atoms 1 through 5:
1 C -0.44
2 N -0.63
3 C 0.65
4 C -0.74
5 O -0.66

***

Entry 4:
Entry from OMol25: a 2-piece molecular cluster, C6H14N2O2 overall (wB97M-V/def2-TZVPD).

```
24
C6H14N2O2, DFT wB97M-V/def2-TZVPD
C 2.78712 1.81593 0.51513
N 2.24769 0.89580 -0.60838
C 2.84328 -0.35861 -0.55262
C 1.94527 -1.60892 -0.90184
O 3.98433 -0.37509 -0.12700
H 3.78346 1.15857 0.82385
H 2.76660 3.02356 0.34402
H 2.19693 1.65065 1.56584
H 1.26712 1.09571 -1.02001
H 2.19830 -2.21157 -1.77461
H 0.81513 -1.43329 -0.90896
H 2.06099 -2.04032 0.27305
C -3.90990 0.61237 -0.78541
N -3.00847 -0.12405 0.15111
C -1.61943 -0.07170 0.08671
C -0.97435 -0.83590 1.27601
O -1.03607 0.58364 -0.87848
H -3.32667 0.86326 -1.75288
H -4.72170 -0.11789 -1.02162
H -4.57204 1.31328 -0.53837
H -3.29353 -0.75764 0.98855
H -1.50020 -0.78369 2.17366
H -0.17727 -0.31658 1.58206
H -0.75661 -1.97754 1.09020
```

SMILES = CNC(C)=O.CNC(C)=O
frontier orbital gap = 0.3432 Ha
lowest unoccupied orbital energy = 0.0195 Eh

Results of the natural (NBO) charge analysis, in e, for atoms 1 through 5:
1 C -0.49
2 N -0.67
3 C 0.68
4 C -0.72
5 O -0.63

***

Entry 5:
Entry from OMol25: a 2-piece molecular cluster, C6H14N2O2 overall (wB97M-V/def2-TZVPD).

```
24
C6H14N2O2, DFT wB97M-V/def2-TZVPD
C -1.51087 1.27149 0.07948
C -0.18328 1.15898 -0.13621
C 0.73770 2.26086 0.32512
O 0.31697 0.68490 -1.43357
C -0.15759 0.29007 -2.68990
H -2.23919 0.62916 -0.39628
H -1.87024 2.02241 0.77612
H 1.09264 2.07992 1.34262
H 1.63844 2.36542 -0.28510
H 0.23356 3.23061 0.30686
H -1.22647 0.09399 -2.79651
H 0.40704 -0.63817 -2.85394
H 0.19071 0.95712 -3.48639
C 1.46269 -1.02288 1.32240
N 0.06393 -1.27414 0.98151
N -0.69862 -1.67819 2.11136
C -0.27626 -1.96426 -0.23691
O -1.25951 -2.65547 -0.40652
H 1.48989 -0.17505 2.01156
H 1.91067 -1.89737 1.79549
H 2.01018 -0.76107 0.41714
H -1.47196 -2.27306 1.80003
H -1.15748 -0.83413 2.45909
H 0.49704 -1.87115 -1.00744
```

SMILES = C=C(C)OC.CN(N)C=O
frontier orbital gap = 0.3394 Ha
lowest unoccupied orbital energy = 0.0299 Eh

Results of the natural (NBO) charge analysis, in e, for atoms 1 through 5:
1 C -0.50
2 C 0.36
3 C -0.67
4 O -0.61
5 C -0.23

***

Entry 6:
Entry from OMol25: a 2-piece molecular cluster, C6H14N2O2 overall (wB97M-V/def2-TZVPD).

```
24
C6H14N2O2, DFT wB97M-V/def2-TZVPD
C -1.37215 -1.19133 1.59929
C 2.40917 -1.76637 0.60990
C 0.09814 -1.29048 1.72325
O 0.68474 -1.29657 2.77787
N 0.78852 -1.72640 0.65439
H -1.90224 -0.65342 2.50550
H 0.46101 -1.54942 -0.24069
H 2.91726 -2.55847 0.10496
H -1.79711 -1.04504 0.57764
H -1.64496 -2.15615 2.03635
H 2.59606 -1.08855 -0.06804
H 2.65167 -1.82726 1.59995
C 1.30514 0.91796 -1.67287
C -2.22554 2.05257 -0.54829
C -1.07242 1.89879 -1.58273
O -1.30329 1.89464 -2.77622
N 0.18162 1.70214 -0.96697
H 0.21909 1.67257 -0.03452
H 2.20430 1.38728 -1.89221
H -1.90589 2.22846 0.48250
H 1.60343 0.13144 -0.94003
H 0.64275 0.47081 -2.47803
H -2.87400 2.76321 -1.06186
H -2.66533 1.02957 -0.40916
```

total charge = +1
frontier orbital gap (spin up / spin down) = 0.3476 / 0.1192 Ha
lowest unoccupied orbital energy (spin up / spin down) = -0.1383 / -0.3566 Eh
expectation value of S² = 0.7753
multiplicity = 2

Results of the natural (NBO) charge analysis, in e, for atoms 1 through 5:
1 C -0.76
2 C -0.39
3 C 0.62
4 O -0.58
5 N -0.59

***

Entry 7:
Entry from OMol25: a 2-piece molecular cluster, C6H14N2O2 overall (wB97M-V/def2-TZVPD).

```
24
C6H14N2O2, DFT wB97M-V/def2-TZVPD
C 0.56641 2.80941 0.93345
C 1.94764 0.35929 -1.57850
C 0.50548 1.78508 -0.16830
O -0.54192 1.18845 -0.42485
N 1.67363 1.53464 -0.78399
H 1.00690 3.75250 0.61786
H 2.44037 2.18296 -0.73229
H 1.94828 0.57631 -2.65462
H -0.42470 3.11714 1.26274
H 1.07552 2.39578 1.80990
H 2.96671 0.03190 -1.38606
H 1.25806 -0.46677 -1.47792
C -1.77835 -1.71597 -1.40638
C -0.74309 -1.33375 2.20821
C -0.57067 -1.66169 0.77345
O 0.44605 -1.92002 0.20182
N -1.79056 -1.82153 -0.00957
H -2.68457 -1.89544 0.48579
H -0.80630 -1.36009 -1.74744
H -1.70286 -1.52203 2.67328
H -1.74963 -2.74109 -1.84042
H -2.64589 -1.19274 -1.80709
H 0.06363 -1.81936 2.75111
H -0.46013 -0.28299 2.29984
```

total charge = +1
frontier orbital gap (spin up / spin down) = 0.3566 / 0.1674 Ha
lowest unoccupied orbital energy (spin up / spin down) = -0.1154 / -0.3041 Eh
expectation value of S² = 0.7616
multiplicity = 2

Results of the natural (NBO) charge analysis, in e, for atoms 1 through 5:
1 C -0.72
2 C -0.42
3 C 0.69
4 O -0.69
5 N -0.60

***

Entry 8:
Entry from OMol25: C6H14N2O3P2 as an isolated structure (wB97M-V/def2-TZVPD).

```
27
C6H14N2O3P2, DFT wB97M-V/def2-TZVPD
C -1.12747 0.90959 -1.93638
C -1.47610 1.41606 -0.54258
C -1.54419 0.09251 0.29111
C -0.16934 -0.40669 0.78273
C 0.27024 -0.46241 -3.30067
C 1.20819 -0.00236 3.19590
N -0.06504 0.08419 -1.99190
N 0.30167 0.66384 2.22058
O 1.47662 1.41511 -0.23818
O -1.85288 0.89321 -2.92502
O 2.14167 -0.95742 -0.89403
P -0.26180 -2.19887 1.31873
P 0.98243 -0.10290 -0.60812
H -0.73498 2.04606 -0.13640
H -2.40700 1.91536 -0.45427
H -2.31655 0.24190 1.11264
H -1.80458 -0.73342 -0.30303
H -0.67369 -0.78779 -3.68727
H 0.76067 0.25213 -3.97246
H 1.03064 -1.23461 -3.17233
H 0.85946 -0.97841 3.51906
H 2.12651 -0.23776 2.62393
H 1.25945 0.65288 4.03328
H 1.59978 1.44265 0.69171
H -0.66591 0.82429 2.53253
H 1.01655 -2.26267 1.84192
H 0.06565 -2.48444 -0.00148
```

frontier orbital gap = 0.3848 Ha
lowest unoccupied orbital energy = 0.0228 Eh

Results of the natural (NBO) charge analysis, in e, for atoms 1 through 5:
1 C 0.69
2 C -0.51
3 C -0.44
4 C -0.49
5 C -0.41

***

Maximum force (eV/A)
3.01, 4.73, 4.86, 6.33, 5.68, 6.53, 1.61, 3.77
Energy above the lowest of the compared OMol25 structures with the same formula, charge and spin (kJ/mol)
481.0, 108.4, 221.6, 454.8, 471.1, 430.1, 76.3, 42.0